No. 1
Density functional theory data (wB97M-V/def2-TZVPD) for the molecule C3H5N5O.

XYZ file:
```
14
C3H5N5O (wB97M-V/def2-TZVPD)
H 0.237 2.642 -0.114
N 0.799 2.407 0.723
C 0.982 1.240 0.928
N 0.221 0.186 0.106
C -1.197 -0.012 -0.412
N -1.558 1.283 -1.136
N -1.301 -1.158 -0.743
N -0.224 -1.992 -0.523
C 0.498 -1.143 0.173
O 1.681 -1.233 0.802
H 1.538 0.935 1.795
H -2.573 1.039 -1.488
H -2.060 1.699 -0.339
H 2.143 -2.047 0.601
```

Computed properties:
highest occupied orbital energy = -9.6 eV
relative energy (zero: lowest compared OMol25 entry of this formula, charge and spin) = 2.964 eV
Kohn-Sham gap = 10.07 eV

What are the natural (NBO) partial charges on each atom? They are as follows, in elementary charge units: H 0.37; N -0.60; C 0.30; N -0.50; C 0.46; N -0.79; N -0.29; N -0.35; C 0.64; O -0.67; H 0.20; H 0.37; H 0.36; H 0.50

No. 2
Density functional theory data (wB97M-V/def2-TZVPD) for a cluster of 2 separate species, C3H5N6O4 in total.

XYZ file:
```
18
C3H5N6O4 (wB97M-V/def2-TZVPD)
C 0.102 -0.121 1.705
C -0.857 0.218 0.772
C 0.965 -0.328 -0.269
N -0.280 0.049 -0.472
N 1.222 -0.494 1.003
N -2.115 0.708 0.940
N 2.353 -1.052 -1.970
N -2.603 1.217 2.188
N 1.703 -0.771 -3.086
O -1.886 1.051 3.117
O -3.661 1.729 2.105
O 0.549 -0.461 -3.044
O 2.411 -0.960 -4.049
H 0.063 -0.103 2.775
H -0.682 0.166 -1.402
H 2.096 -0.793 1.419
H -2.727 0.849 0.142
H 3.348 -0.905 -1.873
```

Computed properties:
highest occupied orbital energy = -13.8 eV
net charge = +1
Kohn-Sham gap = 6.53 eV

What are the natural (NBO) partial charges on each atom? They are as follows, in elementary charge units: C -0.10; C 0.30; C 0.61; N -0.54; N -0.52; N -0.48; N -0.32; N 0.68; N 0.60; O -0.35; O -0.30; O -0.40; O -0.29; H 0.29; H 0.49; H 0.47; H 0.43; H 0.43

No. 3
Density functional theory data (wB97M-V/def2-TZVPD) for the molecule C3H5NO.

XYZ file:
```
10
C3H5NO (wB97M-V/def2-TZVPD)
C 0.962 -0.915 0.755
C 0.335 0.243 0.845
N -0.131 0.907 -0.304
C -0.931 0.226 -1.087
O -0.086 2.183 -0.427
H 1.187 -1.680 1.573
H 1.356 -1.312 -0.209
H 0.004 0.526 1.750
H -1.527 0.613 -1.865
H -1.169 -0.790 -1.030
```

Computed properties:
highest occupied orbital energy = -8.8 eV
relative energy (zero: lowest compared OMol25 entry of this formula, charge and spin) = 4.110 eV
Kohn-Sham gap = 9.14 eV

What are the natural (NBO) partial charges on each atom? They are as follows, in elementary charge units: C -0.37; C -0.05; N 0.08; C -0.16; O -0.52; H 0.22; H 0.20; H 0.21; H 0.20; H 0.19

No. 4
Density functional theory data (wB97M-V/def2-TZVPD) for the molecule C3H5NO.

XYZ file:
```
10
C3H5NO (wB97M-V/def2-TZVPD)
C -1.330 -0.913 -0.087
C -0.919 0.369 -0.026
N 0.412 0.718 -0.172
C 1.616 0.143 0.089
O 1.822 -1.102 -0.115
H -2.355 -1.424 0.388
H -0.498 -1.436 -0.138
H -1.786 1.003 -0.087
H 0.591 1.676 -0.097
H 2.448 0.966 0.243
```

Computed properties:
highest occupied orbital energy = -9.1 eV
relative energy (zero: lowest compared OMol25 entry of this formula, charge and spin) = 2.427 eV
Kohn-Sham gap = 9.79 eV

What are the natural (NBO) partial charges on each atom? They are as follows, in elementary charge units: C -0.42; C -0.06; N -0.60; C 0.51; O -0.59; H 0.22; H 0.20; H 0.22; H 0.39; H 0.13

No. 5
Density functional theory data (wB97M-V/def2-TZVPD) for a cluster of 2 separate species, C3H5NO in total.

XYZ file:
```
10
C3H5NO (wB97M-V/def2-TZVPD)
C -0.634 -0.510 -0.431
C -0.841 0.743 0.487
C 0.409 0.561 -0.258
N 2.280 -0.601 0.643
O 1.857 -1.667 0.724
H -0.558 -1.532 -0.027
H -1.113 -0.660 -1.443
H -1.339 1.526 -0.201
H -0.885 0.899 1.486
H 0.824 1.241 -0.980
```

Computed properties:
highest occupied orbital energy (spin up / spin down) = -8.0 / -8.3 eV
relative energy (zero: lowest compared OMol25 entry of this formula, charge and spin) = 6.025 eV
Kohn-Sham gap (spin up / spin down) = 8.31 / 8.30 eV

What are the natural (NBO) partial charges on each atom? They are as follows, in elementary charge units: C -0.48; C -0.46; C -0.16; N 0.24; O -0.20; H 0.22; H 0.22; H 0.21; H 0.22; H 0.19

No. 6
Density functional theory data (wB97M-V/def2-TZVPD) for the molecule C3H5NO.

XYZ file:
```
10
C3H5NO (wB97M-V/def2-TZVPD)
C 1.191 0.423 -0.073
N 1.460 -0.839 -0.004
O 0.353 -1.532 -0.013
C -0.843 -0.709 -0.013
C -0.300 0.759 -0.022
H 2.057 1.126 0.075
H -1.467 -0.896 0.899
H -1.400 -0.996 -0.936
H -0.414 1.302 0.943
H -0.637 1.363 -0.855
```

Computed properties:
highest occupied orbital energy = -9.1 eV
relative energy (zero: lowest compared OMol25 entry of this formula, charge and spin) = 2.239 eV
Kohn-Sham gap = 10.13 eV

What are the natural (NBO) partial charges on each atom? They are as follows, in elementary charge units: C -0.03; N -0.06; O -0.35; C -0.11; C -0.50; H 0.21; H 0.20; H 0.20; H 0.22; H 0.23